Here is a single C14H18N2O5 molecule from the OMol25 dataset. Energies are from the ωB97M-V functional and the def2-TZVPD basis.

- SMILES: N[C@@H](Cc1ccccc1)C(=O)N[C@@H](CCC(=O)O)C(=O)O
- Frontier orbital gap: 9.61 eV

Cartesian coordinates (Å):
N 0.65 2.76 -0.50
C 1.38 1.33 -0.47
C 2.92 1.45 -0.62
C 3.74 0.29 -0.27
C 4.06 -0.23 1.00
C 4.31 -1.59 1.05
C 4.43 -2.31 -0.06
C 4.27 -1.81 -1.35
C 4.01 -0.53 -1.44
C 0.96 0.76 0.83
O 1.52 1.05 1.89
N -0.25 0.18 1.06
C -1.12 -0.20 -0.02
C -1.94 -1.47 0.10
C -3.48 -1.46 0.58
C -4.67 -0.98 -0.29
O -4.57 -1.01 -1.49
O -5.83 -0.97 0.38
C -2.32 0.99 -0.08
O -3.46 0.86 0.24
O -1.95 2.16 -0.52
H 1.07 2.90 0.44
H 1.45 3.06 -0.96
H 1.04 0.79 -1.33
H 3.27 1.54 -1.58
H 3.42 2.31 -0.09
H 3.90 0.45 1.88
H 4.25 -2.07 1.98
H 4.67 -3.44 -0.07
H 4.35 -2.50 -2.25
H 3.73 -0.02 -2.34
H -0.55 0.26 2.04
H -0.52 -0.14 -0.94
H -1.74 -2.09 -0.82
H -1.41 -2.09 0.83
H -3.58 -1.09 1.56
H -3.88 -2.44 0.82
H -6.52 -0.47 -0.17
H -0.97 2.46 -0.74

=====

Here is a molecular structure, C14H18N2Sn from the OMol25 dataset. Energies are from the ωB97M-V functional and the def2-TZVPD basis.

- Total charge: -2
- Frontier orbital gap: 3.88 eV

Cartesian coordinates (Å):
C 1.12 -1.08 -2.32
C -0.29 -1.06 -2.60
C -0.95 -1.85 -1.61
C 0.04 -2.39 -0.74
C 1.31 -1.93 -1.16
Sn 0.61 0.33 -0.63
C -1.45 1.93 -1.62
C -0.11 1.99 -1.94
C 0.71 2.62 -2.82
N 2.27 1.16 0.17
H -2.01 -2.07 -1.59
H -0.74 -0.55 -3.44
H -0.16 -3.06 0.11
H 2.30 -2.26 -0.78
H 1.92 -0.67 -2.95
H -2.15 1.29 -2.18
H 2.69 1.77 -0.52
H -1.93 2.53 -0.82
H 0.30 3.36 -3.50
H 1.79 2.46 -2.88
C 2.20 -0.40 2.11
C 0.79 -0.28 2.41
C 0.09 -0.35 3.64
C -1.28 -0.19 3.37
C -1.41 -0.02 1.97
C -2.67 0.12 1.24
N -0.15 -0.04 1.42
H 2.45 -1.35 1.60
H 2.80 -0.28 3.05
H 2.53 0.49 1.20
H 0.58 -0.51 4.60
H -2.16 -0.18 3.99
H -3.30 -0.74 1.50
H -3.16 1.06 1.55
H -2.60 0.15 0.14

=====

Here is a molecular structure, C14H18N5O3PdS2 from the OMol25 dataset. Energies are from the ωB97M-V functional and the def2-TZVPD basis.

- Multiplicity: 5
- Total charge: +1
- Frontier orbital gap (spin up / spin down): 7.49 / 6.62 eV

Cartesian coordinates (Å):
Pd -0.30 -0.40 0.74
N 0.80 -2.14 1.54
C 1.74 -2.68 0.55
C 1.84 -1.79 -0.68
O 2.28 -2.19 -1.73
N 1.40 -0.49 -0.46
C 1.34 0.32 -1.54
C -0.53 -0.55 -2.47
O -0.50 -0.17 -3.57
O -1.07 -1.08 -1.55
H 1.30 -1.75 2.34
H 0.18 -2.87 1.91
H 1.43 -3.68 0.22
H 2.74 -2.78 0.98
H 2.00 0.12 -2.38
H 1.02 1.34 -1.37
C -3.53 4.87 -0.59
C -3.28 4.10 0.70
C -3.17 2.63 0.49
N -2.16 1.93 0.85
N -2.30 0.59 0.55
C -3.43 0.33 -0.07
N -3.78 -0.91 -0.48
S -4.42 1.71 -0.29
H -3.51 5.94 -0.39
H -4.50 4.63 -1.02
H -2.77 4.64 -1.33
H -4.08 4.30 1.42
H -2.34 4.42 1.17
H -3.02 -1.55 -0.64
H -4.57 -1.01 -1.10
S 0.21 1.00 2.64
C -0.98 0.84 3.84
C -1.99 -0.14 3.79
C -2.92 -0.21 4.80
C -2.87 0.69 5.86
C -1.88 1.67 5.92
C -0.93 1.74 4.92
H -2.03 -0.84 2.94
H -3.69 -0.97 4.77
H -3.61 0.63 6.64
H -1.85 2.36 6.75
H -0.15 2.49 4.96

=====

Here is a molecular structure, C14H18N6O5PS2SeW from the OMol25 dataset. Energies are from the ωB97M-V functional and the def2-TZVPD basis.

- Total charge: +1
- Frontier orbital gap: 6.28 eV

Cartesian coordinates (Å):
W -1.09 -0.58 0.98
C 0.82 1.90 -3.51
N 0.34 1.93 -2.14
C -0.20 2.99 -1.49
C -0.62 2.55 -0.27
N -0.37 1.22 -0.17
C 0.22 0.84 -1.32
P 1.61 -0.41 -1.30
C 1.95 -0.28 0.48
N 1.03 -0.18 1.45
C 1.70 -0.15 2.63
C 3.03 -0.22 2.39
N 3.18 -0.31 1.04
C 4.43 -0.41 0.30
C 0.56 -1.92 -1.13
N 0.10 -2.26 0.07
C -0.38 -3.54 -0.04
C -0.16 -3.98 -1.31
N 0.44 -2.95 -1.99
C 0.70 -2.89 -3.42
H 0.75 2.89 -3.93
H 0.23 1.21 -4.11
H 1.87 1.57 -3.53
H -0.25 3.98 -1.93
H -1.06 3.11 0.53
H 1.17 -0.09 3.57
H 3.87 -0.22 3.06
H 5.26 -0.48 1.00
H 4.58 0.47 -0.33
H 4.43 -1.29 -0.33
H -0.78 -4.05 0.82
H -0.37 -4.92 -1.78
H 0.67 -3.89 -3.83
H 1.68 -2.45 -3.60
H -0.06 -2.29 -3.91
C -3.45 3.36 3.90
O -3.71 3.02 2.53
C -3.00 2.10 1.93
S -3.45 1.67 0.37
S -1.63 1.39 2.72
H -4.09 4.21 4.12
H -2.40 3.62 4.04
H -3.70 2.52 4.55
O -4.61 -1.50 -0.49
Se -3.25 -1.88 0.23
O -3.01 -0.71 1.48
O -1.04 -1.67 2.30
O -1.96 -1.05 -0.66

=====

Here is a gas-phase ion, C14H18NO (charge -1) from the OMol25 dataset. Energies are from the ωB97M-V functional and the def2-TZVPD basis.

- Total charge: -1
- SMILES: CCC[C@@](C)([O-])[C@@](C)(C#N)c1ccccc1
- Frontier orbital gap: 6.90 eV

Cartesian coordinates (Å):
C -4.39 -0.06 -1.47
C -2.87 -0.09 -1.65
C -2.07 0.08 -0.36
C -0.49 0.16 -0.63
C -0.05 -1.19 -1.30
O -0.04 1.25 -1.06
C 0.20 0.15 1.06
C -0.33 1.27 1.98
C -0.35 -1.15 1.45
N -0.93 -2.17 1.55
C 1.72 0.16 0.98
C 2.42 1.36 0.79
C 3.76 1.38 0.41
C 4.47 0.18 0.27
C 3.82 -1.04 0.52
C 2.46 -1.05 0.89
H -4.88 -0.09 -2.43
H -4.74 -0.91 -0.88
H -4.72 0.84 -0.95
H -2.60 -1.05 -2.12
H -2.59 0.72 -2.36
H -2.36 1.02 0.13
H -2.28 -0.75 0.34
H -0.65 -2.05 -0.99
H 0.00 -1.12 -2.37
H 0.95 -1.35 -0.94
H 0.19 2.21 1.74
H -1.38 1.39 1.76
H -0.20 1.09 3.07
H 1.88 2.31 0.84
H 4.26 2.34 0.25
H 5.51 0.18 -0.03
H 4.35 -2.00 0.46
H 1.95 -2.02 1.05

=====

Here is a molecular structure, C14H19Br4CdNO2S2 from the OMol25 dataset. Energies are from the ωB97M-V functional and the def2-TZVPD basis.

- Frontier orbital gap: 5.71 eV

Cartesian coordinates (Å):
Cd -0.28 0.01 -0.43
S -0.49 -2.64 -0.81
S -0.53 2.66 -0.69
C 0.77 -3.42 0.26
C 0.43 -2.45 -2.40
C 1.26 -1.20 -2.74
N 0.45 0.04 -2.53
C 1.14 1.34 -2.77
C 0.22 2.51 -2.37
H -0.40 -2.52 -3.12
H 1.05 -3.36 -2.43
H 1.64 -1.26 -3.79
H 2.14 -1.14 -2.08
H 1.44 1.45 -3.83
H 2.05 1.36 -2.15
H -0.68 2.49 -3.00
H 0.73 3.47 -2.47
C 0.84 3.40 0.26
H -0.41 -0.01 -3.09
H 1.82 2.92 0.13
H 0.58 3.36 1.33
H 0.87 4.45 -0.06
H 0.42 -3.36 1.30
H 1.78 -3.00 0.19
H 0.76 -4.48 -0.05
C -3.30 -0.05 -0.39
C -2.99 -0.08 -1.69
H -3.54 0.87 0.13
H -3.48 -0.96 0.18
H -3.02 0.84 -2.29
H -2.94 -1.03 -2.24
Br -1.41 -0.04 6.47
C -0.52 -0.03 4.81
C 0.93 -0.01 4.72
Br 1.98 0.00 6.29
C 1.60 0.00 3.50
Br 3.47 0.02 3.29
C 0.82 -0.01 2.29
O 1.36 0.00 1.13
C -0.65 -0.02 2.43
O -1.41 -0.03 1.39
C -1.30 -0.03 3.68
Br -3.20 -0.05 3.63